Here is 2 unconnected molecules or ions with the total composition C23H50O7P2 in a non-equilibrium geometry from the Open Molecules 2025 dataset. Energies are from the ωB97M-V functional and the def2-TZVPD basis.

- LUMO energy: 0.58 eV
- Maximum force: 1.313 eV Å⁻¹
- 2S+1: 1
- E: -2115.73344 a.u.
- Highest occupied orbital energy: -8.02 eV
- HOMO-LUMO gap: 8.60 eV

Each line ends with the Löwdin charge.
Element x y z (Å)
C (5.529023, -1.525742, -2.317786)  -0.11
C (4.018179, -1.731152, -2.155938)  -0.26
C (3.668861, -2.788581, -1.111279)  -0.22
C (3.996349, -2.387487, 0.332140)  -0.19
C (3.290913, -1.092696, 0.778656)  -0.22
C (4.204705, 0.136862, 0.759751)  -0.17
C (3.599741, 1.321052, 1.501975)  -0.20
O (2.207101, 1.406806, 1.232750)  -0.16
C (1.683065, 2.702152, 1.452025)  -0.34
C (1.923486, 3.622931, 0.247853)  -0.01
C (0.216022, 2.669474, 1.915207)  -0.27
C (-0.826698, 2.553636, 0.806549)  -0.12
C (-0.522125, 1.534245, -0.305373)  -0.18
C (-0.641882, 2.080788, -1.726774)  -0.35
C (-2.011838, 2.756635, -1.951342)  -0.05
C (-0.270781, 1.020551, -2.791852)  -0.16
C (-0.344909, -0.453697, -2.386958)  -0.20
C (-1.737789, -0.965705, -2.099033)  -0.09
C (-1.951369, -2.133091, -1.472580)  -0.34
C (-1.054408, -3.321293, -1.763235)  -0.05
C (-3.019447, -2.342701, -0.424840)  -0.08
O (0.086274, 1.750964, 3.007677)  -0.14
C (-0.770082, 0.639494, 2.939650)  -0.42
P (-0.043926, -0.875725, 2.116376)  0.95
P (-0.972278, -2.475498, 3.222073)  0.23
O (-0.376950, -3.792801, 2.937531)  -0.34
O (-2.561530, -2.438555, 2.989652)  -0.18
O (-0.785980, -2.026556, 4.754377)  -0.18
H (5.924341, -0.817778, -1.587503)  0.06
H (5.759769, -1.135192, -3.308958)  0.07
H (6.054859, -2.471956, -2.177402)  0.07
H (3.624771, -2.073471, -3.117097)  0.10
H (3.522476, -0.783976, -1.929324)  0.09
H (4.217421, -3.707579, -1.340830)  0.11
H (2.601228, -3.024221, -1.167653)  0.10
H (3.699929, -3.201472, 0.995172)  0.11
H (5.078718, -2.245992, 0.418484)  0.10
H (2.916246, -1.193233, 1.797138)  0.08
H (2.444121, -0.913096, 0.112777)  0.08
H (5.145302, -0.121102, 1.253623)  0.12
H (4.408301, 0.435722, -0.271797)  0.10
H (4.101959, 2.248952, 1.208698)  0.12
H (3.728270, 1.190260, 2.585614)  0.13
H (2.224461, 3.150280, 2.297333)  0.14
H (1.969106, 3.051341, -0.676802)  0.08
H (2.865552, 4.158136, 0.373289)  0.08
H (1.152896, 4.393084, 0.189255)  0.08
H (0.086107, 3.659927, 2.369378)  0.15
H (-0.913906, 3.543225, 0.352154)  0.11
H (-1.815909, 2.361405, 1.216379)  0.09
H (0.455947, 1.068852, -0.167404)  0.10
H (-1.255677, 0.724117, -0.241283)  0.09
H (0.099262, 2.877774, -1.841615)  0.11
H (-2.798536, 2.333887, -1.324392)  0.05
H (-2.301807, 2.666144, -3.000861)  0.07
H (-1.935139, 3.828511, -1.762021)  0.07
H (-0.854247, 1.162651, -3.705198)  0.11
H (0.772770, 1.194257, -3.072912)  0.11
H (0.103187, -1.048053, -3.196823)  0.11
H (0.264377, -0.660313, -1.504423)  0.09
H (-2.589023, -0.371233, -2.432272)  0.12
H (-1.550511, -4.244986, -1.472781)  0.08
H (-0.089816, -3.260155, -1.243255)  0.07
H (-0.819758, -3.334523, -2.826849)  0.08
H (-3.054601, -1.512403, 0.279894)  0.05
H (-4.034601, -2.469780, -0.823279)  0.08
H (-2.801709, -3.246350, 0.145029)  0.07
H (-1.775966, 0.879385, 2.589925)  0.09
H (-0.889883, 0.306105, 3.972315)  0.07
H (-0.708626, -1.043111, 0.885039)  -0.08
H (-2.905055, -3.344492, 3.009256)  0.08
H (-0.219488, -2.669665, 5.204850)  0.09
C (-4.968065, 0.846187, -0.301659)  -0.24
C (-6.134277, 0.423409, 0.561751)  -0.23
O (-6.888398, 1.563744, 0.972862)  -0.07
O (-4.131858, 1.758943, 0.395336)  -0.08
H (-4.360526, -0.011914, -0.581271)  0.09
H (-5.339448, 1.325799, -1.218565)  0.12
H (-5.771484, -0.040202, 1.478988)  0.13
H (-6.771249, -0.290399, 0.030536)  0.12
H (-7.349214, 1.915257, 0.203533)  0.09
H (-4.724318, 2.325005, 0.908391)  0.09

Atoms 1-2, force components in eV/Å:
-0.19 0.17 0.16
0.19 -0.34 -0.23